No. 1
Here is a cluster of 7 separate species, C27H61Cl3N4O15 in total from OMol25. Energies are from ωB97M-V/def2-TZVPD.

Geometry as XYZ:
```
110
Properties=species:S:1:pos:R:3:forces:R:3:lowdin_charge:R:1
N 0.232 -0.409 0.941 -0.323 -0.395 0.621 0.375
H -0.463 -0.887 1.497 -0.492 -0.688 0.827 0.108
H -0.250 0.435 0.668 0.054 0.700 -0.579 0.091
H 0.532 -1.055 0.226 -0.263 0.167 -0.706 0.075
H 1.020 -0.182 1.531 0.262 0.396 0.795 0.085
Cl -0.939 -0.509 4.946 -1.784 -2.229 0.179 0.585
O 0.302 -1.147 5.250 1.977 0.385 0.863 -0.393
O -1.496 0.166 6.087 0.413 0.448 0.417 -0.373
O -0.805 0.375 3.854 0.758 1.739 -1.343 -0.361
O -1.806 -1.574 4.549 -1.061 -0.389 -0.055 -0.367
Cl -2.012 -3.745 1.231 -1.814 1.100 1.674 0.629
O -2.671 -4.551 2.220 0.336 -0.718 0.209 -0.373
O -0.596 -3.663 1.478 0.840 -0.513 -0.626 -0.393
O -2.327 -4.335 -0.064 0.652 0.828 -0.167 -0.401
O -2.532 -2.384 1.425 0.335 -0.547 -1.499 -0.390
Cl -1.378 3.759 1.575 -1.574 -3.523 4.334 0.627
O -2.626 3.331 2.170 -0.927 1.091 -0.251 -0.388
O -0.477 3.970 2.701 0.688 0.542 -1.338 -0.382
O -0.994 2.543 0.854 1.484 1.049 -1.574 -0.418
O -1.561 4.946 0.825 0.553 0.638 -1.485 -0.354
C -6.169 0.222 -4.376 0.129 -1.906 0.457 -0.063
C -6.156 1.146 -3.187 -0.465 1.276 1.515 -0.458
C -7.426 0.829 -2.214 0.772 0.567 -0.271 -0.110
C -7.359 1.428 -0.808 2.313 0.582 -0.196 -0.180
C -5.970 1.146 -0.126 -1.409 -0.550 -0.995 -0.115
C -4.728 1.428 -1.018 0.605 1.711 1.718 -0.487
N -4.885 1.033 -2.393 -2.089 -2.052 -0.509 -0.117
O -3.732 1.223 -3.163 -0.055 0.305 -0.221 -0.015
C -4.463 2.945 -0.867 0.613 0.145 0.765 -0.028
C -3.599 0.586 -0.354 -0.511 -0.816 -0.109 -0.017
C -6.232 2.560 -3.772 -0.326 0.724 0.638 -0.055
H -5.244 0.170 -4.951 0.011 0.603 -0.029 0.076
H -7.018 0.354 -5.047 0.017 0.388 0.079 0.082
H -6.268 -0.786 -3.973 -0.074 -0.339 -0.059 0.078
H -8.294 1.329 -2.644 -0.118 -0.348 -0.606 0.100
H -7.640 -0.234 -2.109 0.302 -0.176 -0.436 0.105
H -8.165 1.096 -0.153 -0.083 -0.015 -0.187 0.103
H -7.416 2.507 -0.948 -0.315 0.235 0.276 0.092
H -5.996 0.099 0.174 0.232 -0.149 0.022 0.113
H -5.901 1.745 0.782 0.222 -0.092 -0.065 0.120
H -3.475 3.223 -1.234 -0.206 0.123 -0.628 0.084
H -5.271 3.588 -1.215 0.121 -0.095 -0.532 0.060
H -4.371 3.226 0.182 0.026 -0.384 0.282 0.068
H -3.451 0.730 0.716 -0.473 0.437 0.041 0.097
H -4.005 -0.419 -0.476 0.420 -0.386 0.170 0.080
H -2.577 0.570 -0.733 -0.221 0.560 -0.658 0.053
H -5.314 2.689 -4.346 -0.108 0.359 -0.046 0.081
H -6.310 3.319 -2.993 0.500 -0.035 0.156 0.060
H -7.111 2.803 -4.368 -0.068 -0.615 -0.485 0.072
H -3.446 0.317 -3.298 0.354 -0.060 -0.028 0.094
C -0.094 0.385 -2.456 0.089 -0.363 -1.242 -0.018
C 1.136 -0.536 -2.897 -0.670 1.827 0.968 -0.459
C 2.327 0.403 -3.147 0.170 -0.365 0.659 -0.138
C 3.665 -0.379 -3.220 -1.667 2.236 -1.117 -0.195
C 3.940 -1.223 -2.025 -0.552 -0.532 -0.144 -0.116
C 2.728 -2.148 -1.602 -0.609 -0.652 1.001 -0.476
N 1.425 -1.438 -1.758 2.620 3.210 -0.582 -0.149
O 0.287 -2.060 -1.387 -0.407 -1.605 0.135 -0.010
C 2.727 -3.449 -2.343 0.313 0.194 -1.981 -0.046
C 2.926 -2.581 -0.139 0.096 1.374 -0.207 -0.037
C 0.749 -1.195 -4.245 -0.633 -0.534 1.257 -0.019
H -0.048 1.027 -1.577 0.714 -0.253 0.148 0.075
H -0.243 1.051 -3.306 0.027 0.320 -0.018 0.078
H -1.049 -0.135 -2.383 0.170 -0.435 0.071 0.065
H 2.118 1.047 -4.001 0.106 -0.494 -0.611 0.117
H 2.413 1.180 -2.387 -0.091 -0.333 0.708 0.111
H 3.665 -0.945 -4.152 0.162 -0.256 -0.002 0.100
H 4.380 0.435 -3.332 0.623 -0.350 -0.032 0.110
H 4.322 -0.618 -1.203 -0.410 -0.018 0.216 0.096
H 4.799 -1.770 -2.415 0.021 -0.929 0.795 0.116
H 1.941 -4.147 -2.057 0.147 0.078 0.263 0.097
H 3.723 -3.888 -2.302 -0.149 -0.367 0.172 0.087
H 2.568 -3.164 -3.383 -0.047 -0.479 -0.491 0.073
H 3.955 -2.940 -0.170 0.053 -0.114 0.774 0.088
H 2.245 -3.318 0.286 -0.101 -0.163 -0.532 0.092
H 2.817 -1.681 0.465 0.519 0.001 0.395 0.060
H -0.089 -0.650 -4.679 0.549 0.372 -0.507 0.080
H 1.615 -1.359 -4.887 -0.312 0.028 -0.176 0.075
H 0.250 -2.136 -4.015 0.257 -0.534 -0.228 0.072
H 0.086 -2.576 -2.172 -0.973 -0.884 0.162 0.097
C 4.408 2.304 3.157 -0.577 0.460 -0.101 -0.016
C 4.067 1.170 2.140 1.401 -0.426 0.582 -0.488
C 5.417 0.706 1.595 -1.112 -0.559 -0.497 -0.163
C 6.113 -0.182 2.582 1.452 -0.814 -0.203 -0.197
C 5.363 -1.431 3.026 -2.061 1.235 -0.229 -0.133
C 3.939 -1.056 3.626 2.096 -0.058 -0.240 -0.433
N 3.353 -0.006 2.706 2.873 -2.000 -1.242 -0.125
O 2.102 0.299 3.077 -1.524 1.004 0.616 -0.024
C 3.090 -2.354 3.591 0.737 0.497 0.692 -0.011
C 4.192 -0.620 5.122 -1.369 0.268 -1.608 -0.017
C 3.279 1.720 0.970 -0.616 0.192 -0.325 -0.027
H 4.908 2.072 4.097 -0.296 -0.763 -0.010 0.068
H 3.501 2.864 3.385 -0.019 0.190 0.177 0.086
H 5.118 3.000 2.711 -0.244 0.166 -0.418 0.079
H 5.254 0.156 0.669 -0.325 -0.654 0.033 0.097
H 5.945 1.558 1.165 0.476 0.266 0.808 0.117
H 6.473 0.315 3.483 0.018 0.404 -0.101 0.102
H 6.981 -0.584 2.059 0.578 0.189 0.167 0.103
H 5.959 -1.935 3.786 -0.169 -0.282 -0.110 0.113
H 5.133 -2.068 2.172 0.403 -0.229 -0.102 0.102
H 3.782 -3.128 3.924 0.182 -0.280 -0.124 0.075
H 2.308 -2.391 4.348 -0.483 0.412 -0.509 0.075
H 2.775 -2.610 2.579 -0.278 0.156 0.218 0.066
H 4.999 0.105 5.229 0.039 -0.106 -0.016 0.056
H 3.234 -0.148 5.340 0.041 0.044 0.923 0.078
H 4.349 -1.498 5.749 -0.051 0.113 -0.014 0.082
H 3.090 0.982 0.190 -0.199 -0.615 0.342 0.064
H 3.839 2.450 0.384 0.152 0.527 0.521 0.091
H 2.323 2.131 1.292 -0.005 0.212 -0.177 0.091
H 2.267 1.028 3.679 -1.360 0.396 0.730 0.108
```
Forces are in eV/Å.

For the relative energy (zero: lowest compared OMol25 entry of this formula, charge and spin), the calculation gives 2.366 eV. The net charge is -2. The highest occupied orbital energy comes out at -3.339 eV.

=====

No. 2
Here is a structure of composition CH11N2Sn from OMol25. Energies are from ωB97M-V/def2-TZVPD.

Geometry as XYZ:
```
15
Properties=species:S:1:pos:R:3:forces:R:3:lowdin_charge:R:1
C -0.412 0.700 -1.761 1.890 3.307 -2.333 -0.450
Sn 0.395 -0.805 -0.445 -0.660 -2.452 0.929 0.275
N -0.940 -1.172 1.371 0.011 -0.813 1.279 -0.156
H 1.727 -1.733 -0.930 -0.012 0.196 -0.683 -0.170
H -0.378 -1.311 2.215 -0.030 -0.010 0.316 -0.049
H -1.153 -0.436 -1.089 -0.868 -2.569 0.112 -0.067
H -0.895 0.487 -2.717 -0.269 -0.402 0.410 0.005
H 0.658 0.824 -2.035 -0.329 1.222 -0.527 -0.037
H -0.813 1.593 -1.285 0.287 0.015 -0.166 -0.016
H -1.595 -0.410 1.566 -0.331 0.226 -0.010 -0.045
H -1.440 -2.055 1.175 -0.001 0.489 0.057 -0.009
N 1.115 0.885 0.824 0.216 -0.033 -0.068 -0.128
H 0.473 1.683 0.817 -0.415 0.585 0.293 -0.050
H 2.034 1.209 0.506 0.404 0.190 0.024 -0.034
H 1.224 0.541 1.785 0.106 0.048 0.368 -0.069
```
Forces are in eV/Å.

The net charge is -1. The highest occupied orbital energy (spin up / spin down) comes out at 0.055 / 0.054 eV.

=====

Number 1: maximum force 0.1129 hartree/bohr, total energy -3792.6478 Eh. Number 2: maximum force 0.0869 hartree/bohr, total energy -368.1785 Eh.